(1)
# C3H8N2OS

A single C3H8N2OS molecule at a distorted geometry (ωB97M-V/def2-TZVPD, the OMol25 dataset).

The geometry in ORCA input format:
```
! RIJCOSX wB97M-V def2-TZVPD def2/J DEFGRID3
* xyz 0 1
C 1.443 0.575 0.184
C -0.872 0.916 -0.598
C -1.705 0.274 0.533
H 2.187 -2.238 0.590
H 3.440 -0.762 0.128
H 2.337 1.166 0.373
H -1.488 1.863 -0.744
H -0.650 0.389 -1.470
H -1.011 -0.402 1.177
H -1.974 1.111 1.265
H -2.675 -1.731 -0.714
N 2.456 -1.377 -0.181
N 1.272 -0.596 -0.294
O 0.404 1.464 -0.128
S -3.165 -0.651 -0.122
*
```

HOMO-LUMO gap: 0.3540 hartree
SMILES: N/N=C/OCCS
molar mass: 120.18 g/mol
DFT total energy: -701.915150 a.u.

***

(2)
# C3H8N2OS

A single C3H8N2OS molecule at a distorted geometry (ωB97M-V/def2-TZVPD, the OMol25 dataset).

The geometry in ORCA input format:
```
! RIJCOSX wB97M-V def2-TZVPD def2/J DEFGRID3
* xyz 0 1
N -1.051 -1.278 -0.972
C -0.462 -0.108 -0.351
C -0.510 -0.275 1.171
S -0.015 1.223 2.091
C 1.018 0.081 -0.725
N 1.285 1.291 -1.271
O 1.827 -0.812 -0.627
H -1.229 -1.997 -0.294
H -0.544 0.876 3.269
H -0.395 -1.717 -1.606
H -1.073 0.785 -0.516
H 0.037 -1.122 1.535
H -1.561 -0.391 1.442
H 0.530 1.941 -1.395
H 2.143 1.501 -1.751
*
```

HOMO-LUMO gap: 0.3679 hartree
SMILES: NC(=O)[C@@H](N)CS
molar mass: 120.18 g/mol
DFT total energy: -702.057693 a.u.

***

(3)
# C3H8N2OS

A single C3H8N2OS molecule at a distorted geometry (ωB97M-V/def2-TZVPD, the OMol25 dataset).

The geometry in ORCA input format:
```
! RIJCOSX wB97M-V def2-TZVPD def2/J DEFGRID3
* xyz 0 1
C 1.683 -1.535 -0.295
C -0.009 -0.127 1.069
C -1.783 0.380 -0.512
N 2.689 -0.758 -0.473
N -0.561 0.838 0.231
O 0.579 -1.361 0.394
S 2.810 0.819 0.248
H 0.058 1.397 -0.281
H 1.842 -2.449 -0.895
H 0.684 0.282 1.753
H -0.658 -0.664 1.737
H -2.334 1.181 -0.886
H -2.533 -0.086 0.255
H -1.415 -0.390 -1.243
H 4.133 0.915 -0.057
*
```

HOMO-LUMO gap: 0.3438 hartree
SMILES: CNCO/C=N\S
molar mass: 120.18 g/mol
DFT total energy: -701.973035 a.u.